No. 1
The following is a DFT calculation (ωB97M-V/def2-TZVPD) of a single C23H19FN2O4S molecule at a distorted geometry.

XYZ file:
```
50
Properties=species:S:1:pos:R:3:lowdin_charge:R:1
O -1.531 3.460 -3.701 0.1025
O 1.686 0.446 4.068 0.0731
F 0.921 8.294 -7.330 0.0492
N -0.467 1.207 -0.497 0.0685
O -0.386 -5.414 5.493 -0.0360
O -1.542 -4.441 2.952 -0.0287
S 0.907 -0.729 0.700 0.9759
C -0.413 3.020 -3.697 -0.4372
C 0.875 -0.275 3.495 -0.3964
C -0.708 2.010 -1.512 -0.0586
C 0.474 0.265 -0.672 -0.5942
C 1.244 0.180 -1.874 -0.0689
C -0.423 6.425 -6.644 0.0080
C 1.939 6.470 -6.275 -0.0176
C 0.713 -3.388 5.668 0.0268
C 0.954 1.057 -2.921 -0.0172
C 1.064 -2.098 5.230 0.0040
C -0.333 -2.451 3.320 0.0507
C -0.500 5.202 -5.924 -0.0050
C 1.880 5.221 -5.614 -0.0076
C 0.803 7.063 -6.772 -0.2977
C -0.171 -4.164 4.944 -0.1936
C -0.710 -3.719 3.744 -0.2160
C -0.045 2.000 -2.750 -0.1406
C 0.541 -1.621 4.038 -0.1583
C 0.632 4.588 -5.389 -0.2232
N 0.605 3.447 -4.557 0.1345
C 0.347 0.271 2.177 -0.3377
C -0.679 -6.517 4.626 -0.1768
C -2.583 -5.161 3.648 -0.1358
C -2.104 -6.537 4.133 -0.1443
H -1.449 2.761 -1.289 0.1258
H 2.063 -0.554 -1.908 0.1068
H -1.320 6.875 -7.086 0.1220
H 2.886 7.015 -6.381 0.1233
H 1.166 -3.761 6.541 0.1090
H 1.511 0.968 -3.877 0.1306
H 1.769 -1.487 5.812 0.1285
H -0.811 -2.160 2.435 0.0915
H -1.484 4.749 -5.808 0.1094
H 2.793 4.847 -5.152 0.1090
H 1.489 3.050 -4.349 0.1074
H 0.717 1.303 2.104 0.0958
H -0.724 0.242 2.174 0.0729
H 0.015 -6.476 3.741 0.1449
H -0.420 -7.466 5.125 0.1316
H -3.453 -5.286 3.008 0.1255
H -2.864 -4.588 4.537 0.1331
H -2.125 -7.258 3.327 0.1137
H -2.747 -6.884 4.937 0.1173
```

Computed properties:
Energy above the lowest of the compared OMol25 structures with the same formula, charge and spin ... 46.26 kJ/mol
Calculated total energy ... -1796.36249 hartree
Max |F| ... 2.416 eV Å⁻¹
SMILES string ... O=C(CSc1ccc(C(=O)Nc2ccc(F)cc2)cn1)c1ccc2c(c1)OCCCO2


No. 2
The following is a DFT calculation (ωB97M-V/def2-TZVPD) of a 3-piece molecular cluster, C5H15NO2 overall at a distorted geometry.

XYZ file:
```
23
Properties=species:S:1:pos:R:3:lowdin_charge:R:1
C 0.685 2.621 -1.522 -0.1435
C 0.106 2.538 -0.099 -0.2469
C -0.511 1.103 0.104 -0.1997
C 0.524 0.052 -0.361 -0.1436
C 0.925 -0.771 0.601 -0.2474
N 1.619 -1.962 0.429 0.0307
H -0.160 2.494 -2.258 0.0848
H 1.395 1.894 -1.914 0.0549
H 1.034 3.616 -1.783 0.0597
H 0.884 2.826 0.593 0.0913
H -0.753 3.235 -0.045 0.1013
H -0.913 0.819 1.070 0.0935
H -1.265 1.066 -0.701 0.0995
H 0.775 -0.175 -1.391 0.0983
H 0.692 -0.678 1.664 0.1147
H 2.218 -2.346 1.134 0.0721
H 1.809 -2.153 -0.544 0.0808
H -4.882 -0.868 -3.093 0.0351
H -4.546 -2.120 -3.913 0.0310
O -4.996 -1.269 -3.966 -0.0661
H 2.491 -3.557 5.174 0.0258
H 1.321 -2.715 5.486 0.0391
O 1.549 -3.648 5.335 -0.0654
```

Computed properties:
Energy above the lowest of the compared OMol25 structures with the same formula, charge and spin ... 180.28 kJ/mol
Calculated total energy ... -404.68640 hartree
Max |F| ... 3.351 eV Å⁻¹
SMILES string ... CCC/C=C/N.O.O


No. 3
The following is a DFT calculation (ωB97M-V/def2-TZVPD) of C19H21BrClFeN2O6S2 as an isolated structure.

XYZ file:
```
53
Properties=species:S:1:pos:R:3:mulliken_spin:R:1
Fe -0.246 -0.369 -0.078 3.7406
S -0.657 -0.924 2.184 0.1029
C -0.929 -2.665 2.094 -0.0220
C -1.274 -3.355 3.259 -0.0054
C -1.503 -4.722 3.264 0.0024
C -1.382 -5.433 2.075 0.0013
C -1.036 -4.763 0.913 -0.0051
C -0.806 -3.383 0.887 0.0039
S -0.361 -2.643 -0.653 0.0876
H -1.360 -2.788 4.179 -0.0017
H -1.771 -5.224 4.187 0.0005
H -1.553 -6.504 2.052 0.0003
H -0.934 -5.310 -0.017 -0.0014
O 3.568 0.461 -1.072 0.0027
Cl 2.238 0.966 -0.983 0.0046
O 2.204 2.366 -1.309 0.0016
O 1.710 0.775 0.382 0.0215
O 1.331 0.218 -1.837 0.0109
C -1.416 4.333 0.381 0.0004
C -0.659 3.040 0.044 0.0087
N -0.910 2.052 1.090 -0.0387
C -2.335 1.930 1.379 0.0096
C -2.836 3.224 2.054 0.0003
N -1.762 4.261 1.850 0.0010
C -0.542 3.892 2.654 0.0003
C -0.188 2.428 2.294 0.0074
H -2.359 4.398 -0.162 -0.0005
H -0.828 5.238 0.230 0.0002
H 0.415 3.205 -0.018 0.0019
H -1.015 2.660 -0.908 0.0012
H -2.481 1.067 2.027 0.0027
H -2.860 1.772 0.442 0.0008
H -2.978 3.131 3.132 0.0001
H -3.746 3.612 1.598 -0.0001
H -2.106 5.163 2.158 -0.0010
H -0.793 4.031 3.705 -0.0002
H 0.238 4.599 2.374 -0.0001
H -0.463 1.741 3.093 0.0019
H 0.882 2.328 2.115 -0.0009
Br -5.087 -2.321 -6.432 0.0000
C -4.333 -1.299 -5.012 0.0005
C -4.699 0.030 -4.878 0.0001
C -4.147 0.769 -3.843 0.0004
C -3.240 0.189 -2.965 -0.0005
C -2.888 -1.147 -3.117 0.0032
C -3.438 -1.901 -4.145 -0.0021
C -2.650 1.014 -1.844 0.0097
O -3.091 2.164 -1.656 0.0089
O -1.724 0.467 -1.178 0.0434
H -5.401 0.475 -5.570 0.0000
H -4.413 1.807 -3.700 0.0002
H -2.192 -1.600 -2.419 -0.0034
H -3.171 -2.942 -4.264 -0.0002
```

Computed properties:
Multiplicity ... 5
Total charge ... -1
Energy above the lowest of the compared OMol25 structures with the same formula, charge and spin ... 12.38 kJ/mol
Calculated total energy ... -6391.74086 hartree
Max |F| ... 0.280 eV Å⁻¹


No. 4
The following is a DFT calculation (ωB97M-V/def2-TZVPD) of a single C3H6N2OS3 molecule at a distorted geometry.

XYZ file:
```
15
Properties=species:S:1:pos:R:3:lowdin_charge:R:1
C -0.410 -0.645 2.465 -1.3563
C -0.598 0.010 -0.247 -0.7368
C 0.821 0.570 -0.416 -0.3011
N -0.294 -1.543 1.425 -0.1273
N -0.867 -1.214 0.231 -0.0608
O 0.904 1.973 -0.595 -0.1294
S -0.189 -1.343 3.917 0.5657
S -0.715 1.016 2.121 0.6520
S -1.824 0.657 -1.294 0.8512
H 0.902 0.177 -1.472 0.1362
H 1.626 0.375 0.392 0.1616
H -0.368 -2.486 1.802 0.1023
H -1.795 -1.669 0.185 0.1698
H 1.215 2.421 0.226 0.1054
H -1.077 1.801 -1.700 -0.0326
```

Computed properties:
Energy above the lowest of the compared OMol25 structures with the same formula, charge and spin ... 139.40 kJ/mol
Calculated total energy ... -1497.12241 hartree
Max |F| ... 2.537 eV Å⁻¹